[1]
# C40H111N9O13

A 11-piece molecular cluster, C40H111N9O13 overall at a distorted geometry (ωB97M-V/def2-TZVPD, the OMol25 dataset).

CARTESIAN COORDINATES (ANGSTROEM)
1 C -2.5707 -4.5236 -2.7739
2 O -2.2752 -3.7570 -1.6145
3 C -2.6924 -4.3597 -0.4260
4 C -2.1135 -3.7240 0.8291
5 C -0.6024 -3.8983 0.7701
6 N -2.8398 -4.3697 2.0036
7 H -1.8135 -4.3154 -3.5193
8 H -3.5469 -4.2194 -3.1922
9 H -2.6655 -5.6028 -2.5812
10 H -3.8350 -4.3246 -0.4396
11 H -2.3562 -5.4184 -0.4471
12 H -2.4538 -2.6752 0.8484
13 H -0.1715 -3.8037 -0.2671
14 H -0.4053 -4.8685 1.1578
15 H -0.0175 -3.2370 1.3840
16 H -3.1526 -3.6017 2.6080
17 H -2.0724 -4.8193 2.5291
18 C 0.4821 -2.4841 -3.9407
19 O 0.2156 -3.4051 -4.9668
20 C 0.9454 -4.6463 -4.8919
21 C 0.5309 -5.5528 -5.9863
22 C -0.8863 -6.0894 -5.8040
23 N 1.4364 -6.7198 -5.9707
24 H 0.0268 -1.5211 -4.2049
25 H 1.5473 -2.3312 -3.8006
26 H -0.0094 -2.8026 -3.0234
27 H 2.0357 -4.4870 -4.9491
28 H 0.7203 -5.1015 -3.9234
29 H 0.7308 -4.8502 -6.8915
30 H -1.6964 -5.3524 -5.7504
31 H -0.8749 -6.7338 -4.8965
32 H -1.1294 -6.7691 -6.6501
33 H 1.2569 -7.2794 -6.7720
34 H 2.4284 -6.5116 -5.9911
35 C 1.4184 5.8501 -6.2625
36 O 1.7307 5.1322 -5.0937
37 C 1.2005 3.8070 -5.1212
38 C 1.3465 3.0504 -3.8074
39 C 2.7733 3.2648 -3.3568
40 N 0.9664 1.6822 -3.9392
41 H 1.9936 6.8175 -6.2424
42 H 0.3451 6.1337 -6.1348
43 H 1.7737 5.3654 -7.1747
44 H 0.1333 3.9423 -5.3885
45 H 1.6118 3.2187 -5.9046
46 H 0.7627 3.5243 -3.0020
47 H 3.4285 2.4268 -3.6714
48 H 2.7756 3.2176 -2.2527
49 H 3.1537 4.2701 -3.6462
50 H 1.6780 1.2452 -4.5513
51 H 0.0143 1.5043 -4.1161
52 C 3.0196 -4.4166 -1.5836
53 O 3.7359 -4.2814 -0.3905
54 C 3.8587 -2.9735 0.1164
55 C 4.5113 -3.1291 1.4072
56 C 3.6631 -3.9774 2.4022
57 N 4.8524 -1.8818 2.0928
58 H 2.0230 -3.9466 -1.5923
59 H 2.8695 -5.5102 -1.6809
60 H 3.6555 -4.0086 -2.4439
61 H 4.4531 -2.3046 -0.5207
62 H 2.8763 -2.4985 0.1622
63 H 5.4065 -3.7521 1.1506
64 H 3.6544 -4.9712 2.0202
65 H 2.6475 -3.5752 2.4338
66 H 4.0674 -3.8872 3.4050
67 H 5.0195 -1.9983 3.0849
68 H 5.6622 -1.4511 1.6665
69 C 4.9251 5.3022 -0.1918
70 O 3.6945 4.6231 0.0188
71 C 2.6643 5.4567 0.5158
72 C 1.3723 4.5300 0.5845
73 C 0.3097 5.4210 1.2210
74 N 1.6329 3.2720 1.2285
75 H 4.8500 6.0658 -0.9582
76 H 5.7035 4.5376 -0.3504
77 H 5.2063 5.8869 0.7021
78 H 2.8876 5.9355 1.5123
79 H 2.4707 6.2642 -0.1989
80 H 1.0408 4.3264 -0.4219
81 H 0.2535 6.3882 0.6791
82 H 0.5083 5.6904 2.2713
83 H -0.7245 4.9948 1.2084
84 H 2.0147 3.3159 2.1444
85 H 2.2686 2.6845 0.7090
86 C -6.2889 0.7911 0.0927
87 O -4.8937 0.8625 -0.0577
88 C -4.5021 0.1328 -1.2325
89 C -3.0851 0.5276 -1.6457
90 C -3.1731 1.8371 -2.3965
91 N -2.4347 -0.4948 -2.4742
92 H -6.8368 1.4008 -0.6575
93 H -6.5808 1.2000 1.0303
94 H -6.7482 -0.2209 -0.0339
95 H -4.5795 -0.9758 -0.9888
96 H -5.2132 0.2922 -2.0612
97 H -2.5151 0.6694 -0.7241
98 H -3.6915 2.5938 -1.7830
99 H -3.7183 1.5694 -3.3073
100 H -2.1362 2.1970 -2.4882
101 H -3.0571 -0.7141 -3.2401
102 H -2.3320 -1.3797 -1.9653
103 C -5.0848 4.8290 5.0452
104 O -4.5140 3.7258 4.3927
105 C -4.3057 3.8843 2.9776
106 C -3.3089 2.8683 2.4913
107 C -1.9541 2.9479 3.2504
108 N -2.9589 3.2072 1.1076
109 H -4.2523 5.4784 5.4075
110 H -5.7073 4.4932 5.8908
111 H -5.7341 5.3723 4.3652
112 H -5.2884 3.8625 2.5293
113 H -3.8508 4.8013 2.6893
114 H -3.6852 1.8566 2.5146
115 H -1.7109 3.9851 3.5302
116 H -1.1576 2.6124 2.5944
117 H -1.9978 2.3390 4.1905
118 H -2.1638 2.7312 0.7484
119 H -3.7155 2.9102 0.4575
120 C -2.2358 -0.6752 2.9317
121 O -3.4420 -1.4778 3.0061
122 C -4.6474 -0.6857 2.9670
123 C -5.8039 -1.5765 2.7053
124 C -6.0538 -2.5829 3.9226
125 N -5.7069 -2.2899 1.4281
126 H -2.2493 0.0185 2.0523
127 H -1.3807 -1.4070 2.8037
128 H -2.1222 -0.0885 3.8349
129 H -4.8413 -0.1659 3.9261
130 H -4.5162 0.0369 2.1104
131 H -6.7569 -0.9422 2.6271
132 H -5.1807 -3.2718 4.0882
133 H -6.9640 -3.1708 3.7158
134 H -6.2423 -1.9594 4.8285
135 H -4.7418 -2.2972 1.0935
136 H -6.0561 -3.2395 1.4855
137 C 5.1609 1.0561 4.5112
138 O 3.7962 1.3842 4.4304
139 C 2.9475 0.4223 3.8936
140 C 1.7097 0.2024 4.7349
141 C 1.1519 -1.1717 4.4251
142 N 0.5929 1.2076 4.5256
143 H 5.4497 0.3473 3.7737
144 H 5.3136 0.6467 5.5051
145 H 5.7944 1.9620 4.4593
146 H 2.5869 0.8903 2.9225
147 H 3.3837 -0.5285 3.6147
148 H 1.9481 0.2161 5.7916
149 H 0.3392 -1.4123 5.0923
150 H 1.9827 -1.8977 4.5743
151 H 0.8767 -1.2362 3.3563
152 H -0.0013 0.8212 3.8134
153 H 0.9598 2.0742 4.1057
154 O 1.7518 0.8974 -1.3585
155 C 0.7693 0.0135 -0.9529
156 C 0.5961 0.1248 0.5430
157 O -0.2471 1.2008 0.8657
158 H 1.3895 1.1327 -2.2782
159 H -0.1791 0.1155 -1.4554
160 H 1.1437 -0.9724 -1.1539
161 H 1.6015 0.2349 1.0429
162 H 0.1514 -0.7865 1.0215
163 H 0.2052 1.9804 1.1480
164 O 6.8019 -0.2550 0.0735
165 C 6.2662 1.0346 0.3021
166 C 4.7761 1.1264 -0.1028
167 O 4.6655 0.4707 -1.3163
168 H 6.5040 -0.4701 -0.8271
169 H 6.3438 1.2768 1.3979
170 H 6.8353 1.7337 -0.3203
171 H 4.4609 2.1824 -0.1577
172 H 4.2267 0.6369 0.6878
173 H 3.7263 0.4915 -1.6594

Results
frontier orbital gap: 9.39 eV
multiplicity: 1
HOMO level: -8.852 eV

[2]
# C40H112N10O12Zn

C40H112N10O12Zn as an isolated structure at a distorted geometry (ωB97M-V/def2-TZVPD, the OMol25 dataset).

CARTESIAN COORDINATES (ANGSTROEM)
1 Zn 0.9107 0.0629 -1.7888
2 O -0.0018 -0.7225 -0.3226
3 H 0.6450 -0.7635 0.3636
4 O 2.6276 0.8239 -1.2959
5 H 3.3316 0.1679 -1.0894
6 C 1.6807 1.6744 4.0849
7 C 2.3129 1.4184 2.6938
8 C 2.7066 -0.0327 2.5337
9 O 3.6407 -0.4583 3.4758
10 C 3.9158 -1.8266 3.6172
11 N 1.3676 1.8141 1.6447
12 H 2.4170 1.4421 4.8805
13 H 0.9102 0.9720 4.1967
14 H 1.3249 2.7193 4.2218
15 H 3.2729 1.9336 2.6576
16 H 3.1589 -0.1965 1.5164
17 H 1.7902 -0.7217 2.5308
18 H 4.4870 -2.2144 2.7262
19 H 2.9836 -2.3317 3.8229
20 H 4.4765 -1.9438 4.5339
21 H 1.7026 1.7320 0.7145
22 H 0.5737 1.1784 1.7097
23 C 4.4740 3.5904 0.2370
24 C 3.1236 4.3144 -0.1055
25 C 3.4089 5.7901 -0.2754
26 O 2.2596 6.5813 -0.3495
27 C 2.5667 7.9012 -0.9358
28 N 2.4944 3.7793 -1.3236
29 H 4.3411 2.5455 0.5316
30 H 5.0185 4.0209 1.0701
31 H 5.1146 3.5885 -0.6786
32 H 2.3544 4.3034 0.6663
33 H 3.9011 5.8316 -1.3127
34 H 4.0236 6.1302 0.5003
35 H 1.5960 8.3342 -0.9935
36 H 3.0092 7.7703 -1.9643
37 H 3.2822 8.4949 -0.3516
38 H 3.0797 4.1251 -2.0734
39 H 2.5913 2.7155 -1.3133
40 C 5.8042 -0.3892 -2.7859
41 C 6.7441 -0.1717 -1.5856
42 C 7.6999 0.9451 -1.8723
43 O 8.5054 0.5778 -2.9807
44 C 9.6010 1.3954 -3.1135
45 N 5.9512 0.2541 -0.4718
46 H 6.3918 -0.7277 -3.6980
47 H 5.4009 0.5812 -2.9815
48 H 4.9695 -1.0848 -2.6914
49 H 7.2501 -1.0940 -1.3615
50 H 8.2524 1.1457 -0.9142
51 H 7.1409 1.8332 -2.1299
52 H 10.0893 1.2226 -4.0515
53 H 10.3207 1.1951 -2.2927
54 H 9.4532 2.4786 -3.0227
55 H 5.3171 0.9688 -0.7490
56 H 6.4587 0.5483 0.3503
57 C -3.2367 -3.1904 -4.2245
58 C -2.3995 -3.5825 -3.0700
59 C -1.2524 -4.4768 -3.4202
60 O -0.6012 -4.8347 -2.2274
61 C 0.3337 -5.9236 -2.2182
62 N -1.8658 -2.3255 -2.4933
63 H -4.0568 -2.5962 -3.8848
64 H -3.5252 -4.0504 -4.8348
65 H -2.6238 -2.5319 -4.8441
66 H -2.9622 -4.1167 -2.2917
67 H -0.5914 -3.9455 -4.1044
68 H -1.6138 -5.3896 -3.9125
69 H -0.2527 -6.8440 -2.1194
70 H 0.8776 -5.7475 -1.3413
71 H 0.9158 -5.9120 -3.1281
72 H -1.2341 -2.4316 -1.6818
73 H -2.5698 -1.6597 -2.2118
74 C -1.0337 4.1077 -1.2249
75 C -0.7195 2.5480 -1.2715
76 C -2.0773 1.8805 -1.4923
77 O -2.6751 2.1233 -2.7195
78 C -4.0653 1.6484 -2.6474
79 N 0.1905 2.0453 -2.3541
80 H -1.5351 4.2660 -0.2512
81 H -1.6999 4.3622 -2.0164
82 H -0.1416 4.6880 -1.2460
83 H -0.3493 2.2231 -0.3262
84 H -2.6472 2.2937 -0.6663
85 H -1.9443 0.8323 -1.2605
86 H -4.0697 0.5790 -2.4282
87 H -4.4640 1.6567 -3.6675
88 H -4.7265 2.1895 -1.9445
89 H -0.3362 2.1555 -3.2073
90 H 0.9507 2.7471 -2.4162
91 C -5.7607 4.8688 1.0955
92 C -4.5776 5.1783 2.0303
93 C -3.2979 4.5768 1.5591
94 O -2.3378 4.7779 2.6097
95 C -0.9986 4.3082 2.4704
96 N -4.4332 6.6701 2.1860
97 H -5.6964 5.5527 0.2207
98 H -6.7743 5.0765 1.5436
99 H -5.7560 3.8639 0.6517
100 H -4.7241 4.8165 3.0631
101 H -2.9598 5.1343 0.7043
102 H -3.3518 3.5034 1.3119
103 H -1.0947 3.2418 2.2940
104 H -0.5109 4.4381 3.4096
105 H -0.4359 4.8678 1.7111
106 H -3.9957 7.1047 1.3468
107 H -3.8236 6.8563 2.9841
108 C 2.8571 -1.2432 -4.7570
109 C 1.7246 -1.9507 -4.1051
110 C 2.2088 -2.7912 -2.8754
111 O 2.7672 -1.9881 -1.9047
112 C 3.0925 -2.7335 -0.8341
113 N 0.6583 -1.0645 -3.6115
114 H 2.6034 -0.8711 -5.7085
115 H 3.6479 -1.9449 -4.9396
116 H 3.3869 -0.4720 -4.2616
117 H 1.2774 -2.7220 -4.8133
118 H 3.0126 -3.4786 -3.1681
119 H 1.3151 -3.3519 -2.4575
120 H 2.2643 -2.9425 -0.1978
121 H 3.8495 -2.2629 -0.1965
122 H 3.5571 -3.6766 -1.2245
123 H 0.4758 -0.3917 -4.3726
124 H -0.1716 -1.6009 -3.5768
125 C -2.2317 0.5091 1.6156
126 C -2.6732 -0.1038 2.9888
127 C -2.8631 1.0653 4.0383
128 O -3.2147 0.5191 5.2541
129 C -3.9247 1.4627 6.0150
130 N -3.8063 -0.9531 2.7712
131 H -2.1815 -0.2879 0.8985
132 H -1.2278 0.9566 1.6896
133 H -2.9199 1.2577 1.2267
134 H -1.8259 -0.6834 3.4027
135 H -3.6790 1.7321 3.6859
136 H -1.9227 1.6938 4.0094
137 H -3.4203 2.4335 6.2182
138 H -4.0583 0.9352 6.9617
139 H -4.9151 1.6969 5.5916
140 H -3.9758 -1.4074 3.6912
141 H -4.6338 -0.3679 2.5097
142 C -1.5444 -4.9178 2.6976
143 C -1.2382 -3.5940 2.0842
144 C -0.2499 -2.8335 3.0282
145 O -0.9145 -2.4878 4.2298
146 C 0.0901 -2.0139 5.1503
147 N -0.4822 -3.6713 0.8575
148 H -2.0674 -4.7357 3.7093
149 H -0.6174 -5.4723 2.9443
150 H -2.1024 -5.6544 2.1073
151 H -2.1410 -2.9250 2.0059
152 H 0.0367 -1.9782 2.4898
153 H 0.6387 -3.4887 3.1381
154 H -0.4103 -1.9926 6.1058
155 H 0.5338 -1.0605 4.8090
156 H 0.8571 -2.7943 5.1873
157 H -0.3138 -2.7259 0.5222
158 H -0.9820 -4.0871 0.0868
159 C -5.4872 -3.0035 -1.4244
160 C -6.0551 -4.0802 -0.5439
161 C -5.0626 -5.1476 -0.1985
162 O -4.8094 -5.8021 -1.4634
163 C -3.7864 -6.7776 -1.4106
164 N -6.6234 -3.5389 0.6758
165 H -6.2582 -2.2977 -1.7339
166 H -5.0879 -3.4664 -2.3309
167 H -4.8039 -2.4411 -0.7876
168 H -6.8601 -4.5973 -1.0920
169 H -5.4275 -5.9027 0.5332
170 H -4.1059 -4.8114 0.2421
171 H -3.9637 -7.5035 -0.5730
172 H -2.7555 -6.3487 -1.3231
173 H -3.8550 -7.4429 -2.2899
174 H -6.9990 -4.2227 1.3605
175 H -5.8981 -3.0015 1.1951

Results
frontier orbital gap: 8.84 eV
multiplicity: 1
HOMO level: -8.634 eV